# 1
A molecular structure, C18H27Cl2N3O3S at a distorted geometry. Source: OMol25; level of theory: ωB97M-V with the def2-TZVPD basis set.

As for the net charge: 0. The calculation puts the total energy at -65582.0496 eV.

```
54
C18H27Cl2N3O3S | OMol25 | ωB97M-V with the def2-TZVPD basis set
C -3.62520 -2.98579 0.23086
N -2.35379 -2.15008 0.06272
S -2.22737 -0.78912 1.13226
O -1.14104 -1.09229 1.91787
O -3.61238 -0.91494 1.68937
C -2.20565 0.53162 0.24367
C -1.29172 1.38578 0.81271
C -1.02087 2.71760 -0.16706
C -1.79696 3.01498 -1.27422
C -2.67153 2.05527 -1.62037
C -2.98129 1.11633 -0.89750
Cl -4.24084 -0.06860 -1.52010
H -3.28117 2.13713 -2.59793
H -1.54909 3.99706 -1.67900
Cl 0.16787 3.79953 0.38996
H -0.71021 1.22782 1.65638
C -1.22007 -2.98291 -0.10831
H -0.99004 -3.46496 0.79623
H -1.27772 -3.38082 -1.08366
C -0.22019 -1.74076 -0.40160
O -0.48721 -0.85627 -1.34517
N 0.91443 -1.94844 0.12438
H 1.12784 -2.58130 0.78663
C 2.10464 -1.12722 -0.12943
C 2.24480 0.13871 0.46048
H 1.41962 0.58372 0.62862
H 2.32576 -0.63968 1.70437
C 3.50216 1.02909 0.42008
N 4.57179 -0.00504 0.45872
H 5.50436 0.56962 0.26622
C 4.70609 -1.02301 -0.56912
C 3.42056 -2.02079 -0.37607
H 3.44206 -2.77069 -0.95316
H 3.52085 -2.55178 0.72878
C 5.90993 -1.99238 -0.09395
H 5.97930 -1.87628 1.01528
H 5.99536 -2.88663 -0.76492
H 6.84326 -1.35853 -0.09481
C 4.80406 -0.77370 -2.00470
H 5.49908 0.03851 -2.08761
H 3.98179 -0.49588 -2.27295
H 4.93542 -1.65014 -2.33006
C 3.58544 1.71392 1.71501
H 4.43620 2.32679 1.52836
H 2.67274 2.37059 1.84686
H 4.11209 1.08015 2.52813
C 3.30242 1.68029 -0.71423
H 2.63941 2.41761 -0.44939
H 4.17701 2.36210 -1.15994
H 2.68802 1.31752 -1.55979
H 2.01910 -0.73056 -1.35442
H -4.45932 -2.34942 0.51518
H -3.31614 -3.79302 0.69184
H -3.88297 -3.40645 -0.75621
```

# 2
2 unconnected molecules or ions with the total composition C18H27Cl2N5O4PS at a distorted geometry. Source: OMol25; level of theory: ωB97M-V with the def2-TZVPD basis set.

As for the net charge: +1. The calculation puts the total energy at -79890.6847 eV.

```
58
C18H27Cl2N5O4PS | OMol25 | ωB97M-V with the def2-TZVPD basis set
C 2.03686 2.93271 -0.69667
C 1.11406 2.10524 0.40090
Cl -0.69343 2.50724 0.50164
C 1.70615 1.06557 1.28478
Cl 3.56759 0.80211 1.11233
N 0.99702 0.21264 2.29642
N 0.96344 0.82879 3.56396
C 0.28284 -0.02181 4.61256
C -0.00033 0.19320 6.21251
C 1.03769 1.23092 6.96073
C 0.72697 1.07228 8.59615
S -0.80768 2.01502 9.12595
N -0.07183 -1.24286 3.73660
C 0.32460 -1.12754 2.28179
N 0.17248 -1.93112 1.19352
C 0.58170 -1.67976 -0.23232
C -0.58397 -0.76591 -0.93679
C -2.07312 -0.57978 -0.20310
C -3.26725 0.33724 -0.93171
C -2.92938 1.05205 -2.40332
C -1.44470 0.86870 -3.13215
C -0.24949 -0.03577 -2.40147
P -0.63920 -3.53273 1.49305
N 0.67366 -4.58873 2.17937
O -1.96655 -3.37036 2.60833
H 1.27436 3.26861 -1.55016
H 2.78100 2.18105 -1.24206
H 2.57563 3.87520 -0.25018
H 1.36632 1.78987 3.76033
H 0.12751 -0.86323 6.72568
H -1.13851 0.50453 6.39167
H 2.17130 0.96527 6.83377
H 0.87349 2.35130 6.64361
H 1.67890 1.29634 9.25179
H 0.46741 -0.08324 8.73677
H -1.94461 1.31405 8.61487
H 0.65739 -2.74158 -0.77196
H 1.67386 -1.22316 -0.31189
H -2.35761 -1.04049 0.83440
H -4.32488 0.46747 -0.40060
H -3.82643 1.66283 -2.89145
H -1.26518 1.38990 -4.18777
H 0.80306 -0.15971 -2.94208
H 0.80363 -5.31282 1.40991
H 1.59877 -4.06275 2.15740
H -2.25969 -2.39178 2.61018
C -0.02738 1.92172 -9.17649
O -0.06791 0.49799 -9.25181
C -0.09943 -0.12416 -8.04626
O -0.09576 0.42483 -6.95557
O -0.13585 -1.46288 -8.26457
C -0.17213 -2.25046 -7.07594
H -0.00453 2.31358 -10.19711
H -0.92329 2.30758 -8.67953
H 0.87802 2.25534 -8.65927
H -1.07375 -2.03133 -6.49495
H 0.72747 -2.08360 -6.47473
H -0.19932 -3.30360 -7.36906
```

Kohn-Sham gap in eV, matching the order above: 8.61, 7.63